# C15H24N6O6Zn

A structure of composition C15H24N6O6Zn (ωB97M-V/def2-TZVPD, OMol25).

```
52
Properties=species:S:1:pos:R:3:lowdin_charge:R:1
H 1.002 1.848 3.944 0.122
H 1.296 0.981 -3.046 0.048
C -1.077 2.442 0.569 -0.252
H 2.340 1.212 -1.382 0.050
H -2.156 4.147 1.274 0.096
Zn -0.432 0.368 -1.487 0.669
H 1.095 4.346 1.246 0.097
N 0.501 -0.579 1.660 0.087
N -0.821 -1.522 -0.532 -0.087
O -2.219 0.554 1.035 -0.046
O -1.773 -1.804 0.286 -0.081
H -2.635 2.579 1.995 0.085
H -0.534 -2.182 4.419 0.117
N 0.747 1.944 -0.716 -0.055
N 1.382 -0.773 -1.502 -0.077
H 2.125 -4.042 -1.682 0.073
C -2.031 -0.352 -3.071 -0.012
O 2.522 -0.269 -1.848 -0.073
H -2.076 0.503 -3.758 0.026
C 0.147 2.919 -0.039 -0.259
H 0.256 -4.641 -1.130 0.078
C 1.230 -2.107 -1.470 -0.226
O 0.325 1.007 -3.165 -0.151
H -2.936 -0.468 -2.450 0.012
H -1.437 -4.098 -0.979 0.102
C 0.178 -0.122 4.395 -0.216
C 0.074 -1.546 2.454 -0.112
O 2.044 2.158 -1.093 -0.032
C 0.716 0.864 3.565 0.001
C 0.898 0.560 2.209 -0.115
C -1.788 3.180 1.647 -0.003
H 3.258 -2.669 -1.795 0.088
C 2.250 -3.018 -2.045 -0.001
C -0.042 0.128 5.801 -0.162
H -0.393 -4.149 0.458 0.086
C 0.710 4.270 0.221 0.001
H -1.122 3.378 2.502 0.093
H 1.515 4.494 -0.483 0.088
H -2.112 -0.445 0.728 0.041
H 1.367 1.293 1.541 0.109
H -1.617 -1.213 -3.680 -0.041
H -0.077 5.025 0.120 0.092
C -0.410 -3.935 -0.621 -0.002
H 2.157 -3.045 -3.142 0.108
H 0.092 0.154 -3.744 -0.004
C -0.134 -1.370 3.833 0.019
C 0.000 -2.534 -0.892 -0.229
H -0.321 -1.308 -5.124 0.009
H -0.141 -2.514 1.997 0.100
O -0.337 -1.168 -4.159 -0.380
N -0.223 0.329 6.938 0.160
N -1.381 1.191 0.201 -0.040
```

Properties
2S+1: 1
Total charge: 0
ΔE to the lowest compared entry with this formula, charge and spin: 0.592 eV
Strongest force on any atom: 4.75 eV Å⁻¹
LUMO (alpha / beta): -1.892 / -0.971 eV
Gap between HOMO and LUMO (alpha / beta): 5.7 / 6.5 eV